Molecular formula: C25H26N2O4S
Method: DFT, wB97M-V/def2-TZVPD

```
58
Properties=species:S:1:pos:R:3:nbo_charge:R:1
C -7.25 -0.04 -1.67 -0.25
O -6.35 -0.99 -1.16 -0.48
C -5.24 -0.54 -0.51 0.25
C -4.90 0.79 -0.32 -0.30
C -3.75 1.14 0.37 -0.16
C -2.91 0.16 0.88 -0.07
C -1.64 0.53 1.59 -0.25
N -0.63 1.06 0.67 -0.44
C -0.22 0.16 -0.39 -0.28
C 1.06 -0.60 -0.15 0.12
C 1.47 -0.97 1.12 -0.26
C 2.65 -1.67 1.30 -0.14
C 3.44 -2.01 0.21 -0.20
C 4.71 -2.72 0.44 0.78
O 5.08 -3.13 1.52 -0.59
O 5.46 -2.86 -0.67 -0.69
C 3.02 -1.66 -1.07 -0.15
C 1.84 -0.97 -1.24 -0.24
C -0.42 2.39 0.58 0.31
S -1.27 3.51 1.46 -0.26
N 0.49 2.84 -0.34 -0.66
C 1.80 2.34 -0.50 0.19
C 2.51 1.83 0.58 -0.24
C 3.80 1.36 0.40 -0.20
C 4.41 1.40 -0.85 -0.01
C 5.79 0.85 -1.05 -0.63
C 3.69 1.93 -1.92 -0.20
C 2.41 2.41 -1.75 -0.25
C -3.24 -1.18 0.69 -0.32
C -4.39 -1.55 0.01 0.33
O -4.79 -2.83 -0.22 -0.49
C -4.01 -3.88 0.30 -0.25
H -6.78 0.59 -2.43 0.17
H -7.66 0.59 -0.88 0.18
H -8.05 -0.62 -2.13 0.20
H -5.54 1.57 -0.70 0.22
H -3.51 2.18 0.51 0.23
H -1.23 -0.34 2.10 0.20
H -1.84 1.32 2.33 0.26
H -1.03 -0.56 -0.54 0.24
H -0.12 0.73 -1.32 0.23
H 0.89 -0.70 1.99 0.22
H 2.99 -1.95 2.29 0.24
H 6.27 -3.34 -0.45 0.50
H 3.62 -1.93 -1.93 0.23
H 1.52 -0.69 -2.24 0.22
H 0.40 3.84 -0.50 0.42
H 2.06 1.81 1.56 0.23
H 4.35 0.97 1.24 0.22
H 6.40 1.02 -0.16 0.22
H 5.74 -0.23 -1.22 0.23
H 6.27 1.31 -1.91 0.22
H 4.15 1.98 -2.89 0.21
H 1.86 2.83 -2.58 0.22
H -2.59 -1.94 1.09 0.22
H -4.53 -4.79 0.02 0.20
H -3.94 -3.82 1.39 0.18
H -3.00 -3.89 -0.13 0.17
```

Summary:
* HOMO energy: -8.00 eV
* electronic energy: -48352.9456 eV
* ΔE to the lowest compared entry with this formula, charge and spin: 1.063 eV
* SMILES: COc1ccc(CN(Cc2ccc(C(=O)O)cc2)C(=S)Nc2ccc(C)cc2)cc1OC
* Kohn-Sham gap: 0.3050 Eh
* E_LUMO: 0.011 hartree


Molecular formula: C18H21NO6
Method: DFT, wB97M-V/def2-TZVPD

```
46
Properties=species:S:1:pos:R:3:nbo_charge:R:1
C -0.20 0.57 4.53 -0.64
C 1.24 0.97 4.22 -0.06
O 1.78 0.28 3.11 -0.51
C 1.40 0.61 1.84 0.25
C 0.62 1.72 1.53 -0.30
C 0.30 2.05 0.23 -0.17
C 0.76 1.25 -0.81 -0.20
C 0.43 1.51 -2.22 0.79
O 0.77 0.82 -3.15 -0.58
O -0.35 2.61 -2.39 -0.52
C -0.84 2.80 -3.71 -0.17
C -1.77 1.65 -4.12 0.66
O -1.91 1.29 -5.26 -0.60
N -2.45 1.13 -3.07 -0.61
C -3.01 -0.21 -3.09 -0.27
C -2.12 -1.12 -2.30 0.25
C -1.14 -2.00 -2.68 -0.28
C -0.56 -2.47 -1.48 -0.31
C -1.22 -1.85 -0.47 0.09
O -2.16 -1.02 -0.95 -0.42
C 1.52 0.12 -0.51 -0.19
C 1.85 -0.22 0.79 0.31
O 2.63 -1.33 0.89 -0.51
C 2.67 -2.12 2.07 -0.06
C 1.33 -2.77 2.38 -0.64
H -0.85 0.80 3.69 0.22
H -0.55 1.11 5.41 0.22
H -0.25 -0.49 4.73 0.21
H 1.33 2.06 4.09 0.17
H 1.89 0.68 5.05 0.20
H 0.27 2.37 2.32 0.22
H -0.29 2.92 0.02 0.23
H -0.02 2.84 -4.43 0.23
H -1.38 3.75 -3.69 0.22
H -2.23 1.48 -2.15 0.40
H -4.01 -0.19 -2.66 0.21
H -3.05 -0.53 -4.14 0.25
H -0.87 -2.26 -3.68 0.24
H 0.24 -3.18 -1.39 0.23
H -1.12 -1.89 0.60 0.20
H 1.87 -0.51 -1.32 0.25
H 3.03 -1.54 2.92 0.19
H 3.41 -2.89 1.83 0.19
H 0.60 -2.02 2.65 0.21
H 1.45 -3.46 3.22 0.22
H 0.97 -3.32 1.52 0.21
```

Summary:
* HOMO energy: -8.40 eV
* electronic energy: -32781.4058 eV
* ΔE to the lowest compared entry with this formula, charge and spin: 0.126 eV
* SMILES: CCOc1ccc(C(=O)OCC(=O)NCc2ccco2)cc1OCC
* Kohn-Sham gap: 0.3301 Eh
* E_LUMO: 0.021 hartree


Molecular formula: C7H12O
Method: DFT, wB97M-V/def2-TZVPD

```
20
Properties=species:S:1:pos:R:3:nbo_charge:R:1
C 1.88 0.61 2.56 -0.37
C 0.79 0.53 1.75 -0.19
C 0.81 0.31 0.20 -0.05
C 1.03 1.51 -0.46 -0.36
C 0.85 -1.06 -0.55 -0.02
C 0.42 -1.23 -1.79 -0.40
C 1.41 -2.15 0.30 -0.65
H 1.79 0.88 3.55 0.19
H 2.84 0.47 2.27 0.19
H -0.17 0.76 2.05 0.20
H 1.20 2.33 0.22 0.19
H 1.14 1.75 -1.42 0.19
H -0.24 -0.42 -2.15 0.20
H 0.49 -2.13 -2.38 0.21
H 0.87 -2.17 1.23 0.23
H 2.47 -2.01 0.70 0.22
H 1.31 -3.21 -0.21 0.22
O -6.19 1.60 -2.25 -0.94
H -6.50 1.15 -1.49 0.47
H -6.19 2.49 -2.15 0.46
```

Summary:
* HOMO energy: -8.80 eV
* electronic energy: -9497.6311 eV
* ΔE to the lowest compared entry with this formula, charge and spin: 3.187 eV
* SMILES: C=CC(=C)C(=C)C.O
* Kohn-Sham gap: 0.3594 Eh
* E_LUMO: 0.036 hartree


Molecular formula: C5H10N4
Method: DFT, wB97M-V/def2-TZVPD

```
19
Properties=species:S:1:pos:R:3:nbo_charge:R:1
C 0.29 0.61 1.17 0.07
C -1.88 -0.62 0.90 -0.34
C -2.60 -0.02 -0.28 0.14
C 1.07 -0.02 0.07 0.01
C 1.68 0.72 -1.04 -0.63
N -0.93 0.35 1.55 -0.40
N -1.82 0.11 -1.27 -0.63
N 1.20 -1.37 0.08 -0.17
N 0.91 -2.19 1.01 -0.55
H 0.73 1.44 1.83 0.20
H -2.44 -1.03 1.74 0.21
H -1.37 -1.45 0.45 0.22
H -3.62 0.33 -0.23 0.17
H 1.62 0.06 -1.88 0.22
H 2.70 0.91 -0.87 0.21
H 1.18 1.62 -1.13 0.23
H -2.14 0.74 -2.08 0.35
H 1.78 -1.77 -0.68 0.39
H 0.54 -1.62 1.80 0.31
```

Summary:
* HOMO energy (alpha / beta): -7.30 / -7.30 eV
* electronic energy: -11303.2684 eV
* ΔE to the lowest compared entry with this formula, charge and spin: 4.610 eV
* Kohn-Sham gap (alpha / beta): 0.2911 / 0.2911 Eh
* E_LUMO (alpha / beta): 0.023 / 0.023 hartree


Molecular formula: C3H5NO2
Method: DFT, wB97M-V/def2-TZVPD

```
11
Properties=species:S:1:pos:R:3:nbo_charge:R:1
N 1.48 -0.41 0.31 -0.82
C 0.24 -0.13 -0.37 -0.18
C -1.08 -0.70 0.18 -0.08
O -1.64 0.65 0.25 -0.48
C -0.45 1.21 -0.10 0.77
O -0.15 2.37 -0.09 -0.54
H 1.76 0.36 0.90 0.38
H 2.23 -0.57 -0.35 0.37
H 0.33 -0.30 -1.45 0.22
H -1.68 -1.33 -0.49 0.19
H -0.99 -1.13 1.17 0.19
```

Summary:
* HOMO energy: -9.99 eV
* electronic energy: -8776.5316 eV
* ΔE to the lowest compared entry with this formula, charge and spin: 1.163 eV
* Kohn-Sham gap: 0.3956 Eh
* E_LUMO: 0.028 hartree